# 1
The following is a DFT calculation (the ωB97M-V functional and the def2-TZVPD basis) of a structure of composition C22H26AsBN2O3S6Tc.

Each line ends with the natural charge from an NBO analysis.
CARTESIAN COORDINATES (ANGSTROEM)
Tc  0.876  0.604  0.001  0.320
C  1.394  -3.683  0.813  -0.703
C  0.825  -2.302  0.838  0.404
N  1.120  -1.476  -0.131  -0.330
N  1.825  -1.998  -1.155  -0.315
C  2.352  -1.219  -2.013  -0.061
S  2.107  0.545  -1.897  0.133
S  3.312  -1.839  -3.314  0.321
C  4.856  -0.891  -2.913  -0.530
C  5.430  -1.510  -1.680  0.035
C  4.918  -1.204  -0.424  -0.257
C  5.354  -1.884  0.698  -0.201
C  6.331  -2.859  0.584  -0.209
C  6.870  -3.147  -0.658  -0.192
C  6.412  -2.489  -1.785  -0.225
C  -0.021  -1.927  1.965  -0.206
C  0.004  -2.761  3.101  -0.138
C  -0.822  -2.577  4.187  -0.201
C  -1.756  -1.554  4.173  -0.139
C  -1.791  -0.697  3.091  -0.276
C  -0.925  -0.839  2.012  0.414
O  -0.982  0.107  1.004  -0.707
H  1.748  -3.920  -0.187  0.284
H  0.673  -4.424  1.143  0.242
H  2.255  -3.714  1.484  0.255
H  4.582  0.155  -2.791  0.235
H  5.507  -1.005  -3.776  0.250
H  4.163  -0.434  -0.314  0.200
H  4.920  -1.658  1.659  0.209
H  6.677  -3.390  1.457  0.221
H  7.631  -3.905  -0.757  0.224
H  6.816  -2.734  -2.756  0.216
H  0.700  -3.580  3.133  0.233
H  -0.744  -3.234  5.039  0.236
H  -2.440  -1.411  4.997  0.238
H  -2.485  0.130  3.074  0.228
S  1.606  5.554  2.158  -0.395
As  2.126  3.988  0.905  0.795
S  2.435  0.558  1.640  0.098
S  0.471  2.870  0.004  -0.172
S  3.237  2.325  2.156  -0.088
C  -2.112  4.631  1.451  -0.645
C  -2.694  3.248  1.714  0.274
C  -3.418  3.290  3.062  -0.635
O  -1.610  2.292  1.851  -0.730
B  -1.899  1.200  1.105  1.295
O  -3.024  1.290  0.387  -0.701
C  -3.553  2.639  0.534  0.247
C  -5.048  2.562  0.815  -0.629
C  -3.337  3.331  -0.812  -0.631
H  -1.446  4.892  2.269  0.236
H  -2.911  5.363  1.415  0.228
H  -1.544  4.673  0.530  0.222
H  -2.700  3.573  3.828  0.232
H  -3.831  2.318  3.320  0.206
H  -4.213  4.030  3.043  0.229
H  -5.273  1.964  1.692  0.221
H  -5.551  2.114  -0.038  0.232
H  -5.435  3.566  0.962  0.225
H  -2.282  3.356  -1.074  0.212
H  -3.724  4.345  -0.786  0.228
H  -3.862  2.770  -1.582  0.232

Values from the calculation:
- frontier orbital gap (alpha / beta) (eV) = 5.28 / 5.28
- strongest force on any atom (hartree/bohr) = 0.0408
- charge = +1
- multiplicity = 1
- energy above the lowest of the compared OMol25 structures with the same formula, charge and spin (eV) = 1.053



# 2
The following is a DFT calculation (the ωB97M-V functional and the def2-TZVPD basis) of a structure of composition C22H26BBrMoN6O2.

Each line ends with the Mulliken spin population.
CARTESIAN COORDINATES (ANGSTROEM)
Mo  0.000  -1.523  -0.880  1.944
C  3.524  -1.510  -1.373  0.003
C  2.910  -0.588  -0.379  -0.002
C  3.520  0.311  0.473  0.018
C  2.515  0.848  1.278  0.040
C  2.641  1.832  2.382  0.000
N  1.344  0.300  0.913  0.008
N  1.581  -0.573  -0.116  -0.016
B  0.009  0.184  1.687  0.046
N  -1.173  0.564  0.741  -0.007
N  -1.393  -0.204  -0.373  -0.027
C  -2.621  0.095  -0.873  0.001
C  -3.219  -0.632  -2.028  0.002
C  -3.170  1.078  -0.083  0.009
C  -2.240  1.349  0.929  0.027
C  -2.374  2.298  2.061  0.000
N  -0.174  -1.308  2.055  -0.034
N  -0.248  -2.251  1.055  -0.005
C  -0.476  -3.454  1.636  -0.008
C  -0.593  -4.694  0.823  -0.006
C  -0.551  -3.278  3.003  -0.011
C  -0.362  -1.914  3.238  -0.009
C  -0.361  -1.194  4.535  0.003
H  4.044  -0.948  -2.148  0.001
H  2.788  -2.139  -1.872  -0.003
H  4.248  -2.149  -0.869  0.002
H  4.570  0.548  0.514  0.001
H  3.567  2.391  2.273  0.000
H  2.669  1.320  3.346  0.003
H  1.807  2.532  2.389  0.002
H  0.014  0.863  2.653  -0.001
H  -2.514  -1.311  -2.507  -0.004
H  -3.578  0.070  -2.780  0.001
H  -4.082  -1.208  -1.694  0.002
H  -4.136  1.540  -0.204  0.001
H  -2.974  3.152  1.754  0.000
H  -1.407  2.650  2.411  0.001
H  -2.891  1.815  2.893  0.002
H  -0.563  -4.481  -0.249  0.002
H  -1.530  -5.206  1.037  -0.001
H  0.220  -5.383  1.051  -0.001
H  -0.720  -4.036  3.749  0.001
H  -0.511  -1.899  5.348  0.000
H  -1.160  -0.452  4.569  -0.001
H  0.586  -0.677  4.695  -0.001
Br  3.148  2.213  -2.790  0.000
C  1.300  2.314  -3.155  0.001
C  0.721  3.574  -3.207  -0.001
C  -0.635  3.707  -3.449  0.000
C  -1.435  2.586  -3.629  0.000
C  -0.869  1.330  -3.554  -0.001
C  0.498  1.175  -3.324  0.012
C  1.076  -0.179  -3.340  0.002
O  2.110  -0.573  -3.749  0.001
O  0.223  -1.166  -2.700  0.004
H  1.342  4.449  -3.068  0.000
H  -1.065  4.698  -3.509  0.000
H  -2.488  2.698  -3.848  0.000
H  -1.460  0.447  -3.742  0.001

Values from the calculation:
- frontier orbital gap (alpha / beta) (eV) = 5.60 / 6.13
- strongest force on any atom (hartree/bohr) = 0.0093
- charge = +2
- multiplicity = 3
- energy above the lowest of the compared OMol25 structures with the same formula, charge and spin (eV) = 0.356



# 3
The following is a DFT calculation (the ωB97M-V functional and the def2-TZVPD basis) of a cluster of 3 separate species, C22H26Br3ClF9N4O7S4 in total.

Each line ends with the Löwdin charge.
CARTESIAN COORDINATES (ANGSTROEM)
N  2.254  0.671  -4.470  0.204
C  1.667  0.651  -3.230  -0.332
N  0.599  -0.103  -3.015  0.188
C  -0.592  0.601  -2.385  -0.506
S  -1.605  1.250  -3.747  0.917
C  -0.157  1.505  -1.199  -0.348
C  -1.399  2.345  -0.822  -0.119
C  -1.707  2.902  0.562  -0.811
O  -2.242  3.941  0.661  0.045
Br  -1.463  1.850  2.148  0.872
N  0.274  0.600  -0.138  0.077
C  -0.314  -0.434  0.153  -0.793
S  -1.074  -1.715  0.549  0.876
C  1.155  2.335  -1.580  -0.208
C  0.948  3.482  -2.636  -0.065
C  0.990  4.960  -2.257  -0.812
O  1.868  5.667  -2.576  0.115
Cl  -0.426  5.562  -1.444  0.834
C  1.681  3.026  -0.302  -0.213
O  0.900  3.375  0.515  0.155
C  3.144  3.547  -0.128  -0.317
F  3.835  3.411  -1.282  0.149
F  2.986  4.868  0.140  0.153
C  4.029  2.980  1.049  -0.327
F  4.866  3.968  1.408  0.177
F  4.772  1.958  0.561  0.089
C  3.311  2.472  2.335  -0.326
F  2.392  1.543  1.964  0.118
F  4.274  1.846  3.057  0.159
C  2.701  3.581  3.235  -0.424
O  3.378  4.430  3.710  0.202
O  1.395  3.384  3.428  0.120
N  2.153  1.393  -2.147  0.016
C  3.015  0.612  -1.185  -0.128
C  3.290  -0.834  -1.599  -0.165
C  4.325  -1.596  -0.773  -0.818
F  4.561  -2.778  -1.446  -0.032
Br  6.011  -0.667  -0.679  0.947
C  3.871  -1.983  0.657  -0.923
F  4.875  -2.547  1.335  0.049
F  3.477  -0.868  1.314  0.037
Br  2.400  -3.237  0.611  0.884
H  3.157  0.243  -4.611  0.123
H  1.894  1.237  -5.224  0.129
H  0.300  -0.614  -3.848  0.155
H  -1.283  -0.161  -2.012  0.095
H  -0.697  2.030  -4.340  -0.126
H  -2.289  1.732  -1.031  0.134
H  -1.488  3.215  -1.477  0.076
H  0.003  3.355  -3.164  0.075
H  1.769  3.394  -3.356  0.136
H  0.986  4.236  3.664  0.156
H  3.977  1.128  -1.175  0.078
H  2.608  0.626  -0.178  0.096
H  3.683  -0.892  -2.623  0.122
H  2.381  -1.444  -1.566  0.094
C  -3.663  -0.707  4.350  -0.262
S  -3.538  -1.897  3.012  0.755
O  -3.896  -1.169  1.758  -0.610
C  -4.960  -2.877  3.467  -0.256
H  -2.870  0.026  4.216  0.011
H  -4.635  -0.216  4.304  0.064
H  -3.531  -1.220  5.302  0.058
H  -5.846  -2.243  3.490  0.065
H  -4.784  -3.332  4.442  0.064
H  -5.060  -3.656  2.715  0.010
C  -5.323  -6.157  -0.794  -0.269
S  -5.459  -6.087  0.994  0.803
O  -4.161  -5.561  1.502  -0.563
C  -5.451  -7.860  1.265  -0.266
H  -5.266  -5.132  -1.155  0.049
H  -4.418  -6.702  -1.064  0.059
H  -6.207  -6.643  -1.205  0.056
H  -4.538  -8.284  0.848  0.060
H  -6.333  -8.299  0.799  0.057
H  -5.482  -8.026  2.339  0.053

Values from the calculation:
- frontier orbital gap (eV) = 5.44
- strongest force on any atom (hartree/bohr) = 0.0499
- charge = +1
- multiplicity = 1



# 4
The following is a DFT calculation (the ωB97M-V functional and the def2-TZVPD basis) of the molecule C22H26ClN3O5S.

Each line ends with the natural charge from an NBO analysis.
CARTESIAN COORDINATES (ANGSTROEM)
C  -1.799  -0.815  -3.157  -0.640
C  -1.795  0.198  -4.293  -0.068
O  -0.482  0.698  -4.549  -0.519
C  -0.066  1.691  -3.744  0.901
O  -0.748  2.207  -2.887  -0.681
N  1.194  2.106  -4.039  -0.447
C  2.124  1.336  -4.844  -0.225
C  3.403  1.078  -4.022  -0.244
N  3.044  0.954  -2.624  -0.435
C  2.788  -0.296  -2.147  0.672
O  3.023  -1.291  -2.809  -0.619
C  2.205  -0.399  -0.778  -0.143
C  2.732  0.249  0.335  -0.181
C  2.119  0.120  1.566  -0.237
C  0.967  -0.651  1.704  0.137
N  0.334  -0.689  2.964  -0.698
C  -0.422  0.512  3.319  -0.246
C  -1.491  0.770  2.290  -0.117
C  -1.159  1.421  1.106  -0.135
C  -2.067  1.552  0.071  -0.235
C  -3.342  1.029  0.217  -0.199
C  -3.704  0.397  1.392  -0.228
C  -2.782  0.264  2.421  -0.016
Cl  -3.259  -0.545  3.868  0.025
S  -0.358  -2.142  3.457  2.314
C  1.088  -3.222  3.367  -0.863
O  -0.715  -1.973  4.830  -0.938
O  -1.360  -2.634  2.556  -0.944
C  0.471  -1.343  0.603  -0.196
C  1.097  -1.224  -0.622  -0.171
C  2.568  2.190  -2.037  -0.229
C  1.833  3.014  -3.114  -0.236
H  -1.105  -1.623  -3.376  0.210
H  -2.797  -1.227  -3.040  0.219
H  -1.508  -0.335  -2.224  0.225
H  -2.104  -0.263  -5.233  0.190
H  -2.454  1.039  -4.055  0.199
H  2.363  1.888  -5.761  0.196
H  1.649  0.393  -5.113  0.240
H  3.872  0.145  -4.336  0.258
H  4.117  1.898  -4.127  0.193
H  3.629  0.844  0.241  0.220
H  2.519  0.628  2.430  0.224
H  -0.842  0.323  4.307  0.259
H  0.274  1.354  3.373  0.214
H  -0.164  1.829  0.997  0.201
H  -1.777  2.044  -0.844  0.247
H  -4.058  1.117  -0.586  0.216
H  -4.696  -0.005  1.521  0.227
H  1.407  -3.300  2.337  0.247
H  1.856  -2.784  3.990  0.246
H  0.791  -4.191  3.750  0.255
H  -0.412  -1.951  0.714  0.250
H  0.717  -1.755  -1.481  0.232
H  1.876  1.961  -1.226  0.231
H  3.411  2.766  -1.635  0.193
H  2.523  3.646  -3.677  0.196
H  1.066  3.637  -2.655  0.252

Values from the calculation:
- frontier orbital gap (eV) = 9.31
- SMILES string = CCOC(=O)N1CCN(C(=O)c2ccc(N(Cc3ccccc3Cl)S(C)(=O)=O)cc2)CC1
- strongest force on any atom (hartree/bohr) = 0.0210
- charge = 0
- multiplicity = 1
- energy above the lowest of the compared OMol25 structures with the same formula, charge and spin (eV) = 0.270



> Which of these has the lowest strongest force on any atom?

C22H26BBrMoN6O2



> Which of these has the highest multiplicity?

C22H26BBrMoN6O2